# 1
Entry from the OMol25 dataset: C87H187N6O17P4 as an isolated structure at a distorted geometry (ωB97M-V/def2-TZVPD).

Last column: Löwdin charge in e.
Cartesian coordinates (Å):
C  16.90326  16.77244  16.26083  -0.087
C  17.29219  17.09416  17.73821  -0.237
C  18.33045  16.17250  18.34199  -0.234
C  18.88802  16.84004  19.58979  -0.247
P  20.11800  15.90133  20.54047  0.998
C  20.28351  16.53155  22.18526  -0.260
C  20.43469  18.06293  22.13479  -0.216
C  20.56109  18.66274  23.56817  -0.229
C  20.35741  20.18723  23.63800  -0.089
C  19.66836  14.19957  20.51811  -0.274
C  20.51047  13.37513  21.53469  -0.250
C  20.66782  11.94568  21.07389  -0.322
C  21.54856  11.06031  21.87542  -0.110
C  21.67440  16.05274  19.60024  -0.236
C  21.89251  15.05090  18.45590  -0.241
C  23.28291  15.28209  17.81410  -0.250
C  23.81747  14.00513  17.16594  -0.084
H  17.70572  17.07381  15.55000  0.062
H  16.00252  17.32325  15.97691  0.063
H  16.74955  15.64766  16.13515  0.089
H  16.38657  17.05638  18.38838  0.104
H  17.66889  18.14506  17.74585  0.085
H  19.12898  15.95911  17.60418  0.110
H  17.84964  15.20640  18.55620  0.082
H  18.10771  16.84832  20.39068  0.095
H  19.18505  17.88492  19.44026  0.073
H  21.10314  15.95117  22.70941  0.131
H  19.40370  16.31511  22.76571  0.077
H  19.50741  18.48014  21.65745  0.102
H  21.23243  18.38680  21.51112  0.098
H  21.51782  18.42398  24.00355  0.104
H  19.78585  18.25763  24.20039  0.084
H  20.95588  20.76995  22.90611  0.083
H  20.51757  20.52779  24.62431  0.055
H  19.30237  20.40462  23.45355  0.040
H  19.94346  13.80060  19.52047  0.093
H  18.57208  14.05576  20.78220  0.126
H  20.15735  13.34847  22.59588  0.138
H  21.56112  13.80180  21.45258  0.118
H  21.01148  11.94535  20.05641  0.098
H  19.64406  11.53810  21.07627  0.125
H  22.60171  11.46402  21.80853  0.100
H  21.43624  10.08136  21.41852  0.078
H  21.29370  10.92882  22.93057  0.081
H  22.55366  15.88700  20.18634  0.093
H  21.72983  17.07972  19.29965  0.091
H  21.14947  14.99150  17.60882  0.123
H  21.93489  14.03021  18.79661  0.081
H  23.95825  15.62353  18.53898  0.083
H  23.19148  16.12491  17.11253  0.111
H  23.22306  13.81520  16.32004  0.058
H  23.75804  13.18220  17.85292  0.074
H  24.80094  14.04759  16.75514  0.070
C  23.94577  22.84043  21.01880  -0.090
C  23.40193  23.89222  20.02613  -0.265
C  22.54050  23.27518  18.92234  -0.258
C  22.27236  24.28055  17.77489  -0.253
P  20.91963  23.75919  16.66495  1.047
C  21.31736  22.08770  15.94884  -0.209
C  22.77330  22.21124  15.38662  -0.217
C  23.45585  20.82152  15.30295  -0.241
C  23.62113  20.13732  16.64877  -0.097
C  19.32140  23.83362  17.59649  -0.216
C  18.60020  25.24760  17.45403  -0.225
C  17.52628  25.59487  18.55113  -0.239
C  16.32001  24.69641  18.31630  -0.093
C  21.02035  24.90794  15.34012  -0.309
C  20.23169  24.47305  14.11883  -0.249
C  20.19480  25.49999  12.92532  -0.226
C  19.83367  24.80637  11.61430  -0.100
H  24.62934  22.19502  20.53023  0.054
H  23.12209  22.16742  21.35294  0.075
H  24.34924  23.38342  21.90214  0.087
H  24.24299  24.50624  19.65445  0.113
H  22.72090  24.63238  20.51791  0.117
H  21.64226  22.96528  19.44067  0.080
H  23.03017  22.40725  18.49283  0.095
H  23.20127  24.48262  17.20373  0.104
H  22.09846  25.23637  18.25868  0.100
H  20.59559  21.86012  15.23873  0.044
H  21.25092  21.47007  16.85019  0.057
H  23.36586  22.89409  15.95368  0.073
H  22.75834  22.71476  14.38342  0.116
H  24.43490  20.97496  14.87141  0.112
H  22.84678  20.24631  14.62454  0.073
H  22.65515  19.85699  17.14994  0.084
H  24.25198  20.63759  17.34069  0.055
H  24.23765  19.22656  16.43437  0.087
H  19.57477  23.58831  18.65832  0.080
H  18.63704  23.05077  17.27840  0.063
H  18.09571  25.37377  16.47659  0.107
H  19.38465  26.02242  17.54820  0.098
H  17.34452  26.66679  18.48884  0.105
H  18.06531  25.41908  19.50533  0.105
H  15.55886  24.85098  19.09897  0.075
H  16.59970  23.66027  18.43875  0.039
H  15.89312  24.93624  17.34385  0.081
H  22.08131  25.06522  15.09136  0.116
H  20.60914  25.84883  15.66966  0.094
H  19.23411  24.19903  14.50987  0.093
H  20.66643  23.54269  13.68366  0.099
H  21.18667  25.97235  12.87671  0.114
H  19.48193  26.29957  13.15260  0.109
H  20.72896  24.31142  11.21771  0.077
H  19.44903  25.46499  10.85472  0.074
H  19.15022  23.99377  11.81785  0.051
C  14.79206  14.64175  13.49573  -0.098
C  16.25983  14.97318  13.16836  -0.239
C  16.43743  16.47866  12.72280  -0.227
C  17.87748  16.88790  12.38759  -0.261
P  18.09406  18.59680  11.85836  1.008
C  17.07736  19.16444  10.47983  -0.236
C  15.61328  19.45285  10.81002  -0.238
C  14.94667  20.20104  9.64725  -0.225
C  15.30120  21.69955  9.68686  -0.100
C  17.64380  19.53591  13.38116  -0.239
C  17.59019  21.07420  13.21772  -0.198
C  17.43176  21.79735  14.62175  -0.238
C  16.29733  21.25009  15.48012  -0.096
C  19.83017  18.83050  11.55081  -0.275
C  20.42031  20.26197  11.37275  -0.226
C  21.87395  20.24774  10.80358  -0.227
C  22.66396  19.33139  11.69099  -0.124
H  14.19616  14.73846  12.57769  0.083
H  14.42814  15.28147  14.27130  0.041
H  14.72423  13.67565  14.06078  0.077
H  16.72807  14.29115  12.44612  0.113
H  16.80885  14.79655  14.08340  0.079
H  16.06137  17.00431  13.56958  0.067
H  15.79341  16.61254  11.80893  0.123
H  18.24957  16.20761  11.63407  0.107
H  18.59970  16.96992  13.22500  0.097
H  17.16998  18.42954  9.69617  0.110
H  17.56247  20.04799  10.07757  0.092
H  15.39496  20.07489  11.70473  0.109
H  15.04904  18.57149  10.99219  0.087
H  13.91704  20.18470  9.78471  0.091
H  15.22268  19.76922  8.72044  0.105
H  14.98842  22.18502  10.63766  0.081
H  14.76769  22.22410  8.87293  0.087
H  16.32555  21.99552  9.59809  0.050
H  18.39459  19.32978  14.19591  0.131
H  16.73744  19.12802  13.65422  0.041
H  16.75762  21.46852  12.61720  0.099
H  18.46052  21.49690  12.74324  0.067
H  17.28097  22.87697  14.41150  0.111
H  18.32039  21.69612  15.17655  0.049
H  15.29610  21.29534  15.00934  0.094
H  16.23824  21.67233  16.45666  0.034
H  16.51110  20.14749  15.64148  0.075
H  20.02486  18.24962  10.67121  0.101
H  20.38612  18.32803  12.35782  0.103
H  20.42956  20.69490  12.39572  0.096
H  19.80481  20.96411  10.83768  0.092
H  22.27245  21.24806  10.89964  0.108
H  21.89761  19.86798  9.78835  0.116
H  23.72451  19.41764  11.42636  0.089
H  22.50268  18.24502  11.54770  0.089
H  22.54577  19.64298  12.72663  0.050
C  11.33520  21.07603  23.42624  -0.071
C  12.13894  20.33663  24.57522  -0.244
C  12.76361  21.32109  25.53667  -0.218
C  14.01044  21.92074  24.85231  -0.288
P  15.04876  23.12657  25.62411  1.036
C  15.79474  22.46492  27.13021  -0.284
C  16.39651  21.09610  26.94198  -0.250
C  16.70793  20.34275  28.29133  -0.222
C  17.30422  18.92095  28.00606  -0.083
C  16.28616  23.87728  24.39092  -0.210
C  16.99724  22.85433  23.43017  -0.239
C  17.71942  23.58619  22.30448  -0.225
C  18.17436  22.52305  21.20649  -0.060
C  14.11047  24.51571  26.29443  -0.274
C  13.37347  25.54220  25.39943  -0.250
C  12.98612  26.71361  26.24973  -0.290
C  11.82881  27.41238  25.61894  -0.121
H  10.63655  20.38050  22.88855  0.075
H  12.00261  21.65875  22.77661  0.049
H  10.64895  21.76338  23.85665  0.054
H  12.71884  19.58184  24.11080  0.057
H  11.43794  19.76640  25.21834  0.117
H  13.05225  20.74035  26.43816  0.120
H  12.03283  22.13341  25.77838  0.127
H  13.59705  22.38757  23.93876  0.075
H  14.70766  21.08111  24.68238  0.078
H  15.09029  22.37240  27.92828  0.096
H  16.51238  23.23971  27.42907  0.109
H  17.36890  21.14022  26.40767  0.122
H  15.60456  20.48801  26.44526  0.093
H  15.81584  20.32437  28.94824  0.108
H  17.44868  20.89953  28.92493  0.115
H  16.58844  18.29618  27.52689  0.042
H  17.65113  18.46270  28.91211  0.069
H  18.04424  18.99639  27.24002  0.057
H  16.89026  24.58585  24.95241  0.093
H  15.73667  24.56784  23.79067  0.047
H  16.18886  22.14786  23.09145  0.091
H  17.79329  22.25909  23.95836  0.112
H  18.49920  24.25130  22.62158  0.098
H  16.96923  24.22146  21.80656  0.094
H  18.87998  21.75674  21.59671  0.064
H  18.58748  22.91013  20.29021  0.032
H  17.24770  21.93370  21.01112  0.061
H  14.92428  25.07122  26.79354  0.103
H  13.43119  24.13150  27.08367  0.112
H  12.55551  25.06783  24.86157  0.119
H  14.01314  25.89531  24.60522  0.095
H  13.78095  27.43368  26.45738  0.118
H  12.68171  26.25908  27.22599  0.125
H  10.94308  26.74665  25.58548  0.091
H  12.03310  27.68794  24.56551  0.066
H  11.52394  28.27879  26.19406  0.073
C  15.58426  20.73602  19.22298  -0.070
C  14.34670  20.85722  20.08402  -0.106
N  13.60441  19.54135  20.12868  -0.003
C  14.17132  18.31016  20.26543  -0.019
C  13.20830  17.38220  20.35037  -0.040
N  12.03873  18.02231  20.16645  -0.074
C  12.29737  19.35118  19.99186  -0.003
C  10.67624  17.55271  20.34946  0.041
H  16.01081  21.70952  19.10011  0.046
H  15.25712  20.44912  18.18995  0.094
H  16.37784  20.09512  19.56426  0.051
H  13.64900  21.54917  19.56651  0.128
H  14.52992  21.17219  21.06605  0.095
H  15.25042  18.06094  20.34334  0.148
H  13.30782  16.44566  20.85318  0.120
H  11.59821  20.16898  19.72020  0.183
H  10.02533  18.15226  19.67517  0.122
H  10.42147  17.67052  21.38474  0.099
H  10.67862  16.55922  20.01054  0.073
C  9.82014  30.31891  22.35532  -0.063
C  10.63695  29.91359  21.10728  -0.132
N  12.02890  29.50772  21.44635  -0.063
C  12.54650  28.28251  21.54650  -0.034
C  13.85660  28.36923  21.96262  -0.002
N  14.06229  29.70400  22.15199  -0.083
C  12.92429  30.38472  21.81630  -0.025
C  15.27179  30.34250  22.68880  0.029
H  8.83025  30.66433  22.08100  0.076
H  10.21593  31.24122  22.87231  0.097
H  9.64386  29.46837  23.02748  0.081
H  10.74808  30.84261  20.46845  0.143
H  10.20074  29.13422  20.47243  0.131
H  11.98148  27.38468  21.23261  0.141
H  14.55990  27.59101  22.22990  0.131
H  12.82592  31.47975  21.92366  0.183
H  16.04902  30.36940  21.95474  0.097
H  15.55458  29.83050  23.60617  0.106
H  15.01088  31.32355  23.00179  0.086
C  12.67148  16.70720  24.35843  0.017
C  13.46693  15.99984  25.39837  -0.451
O  12.99301  15.47070  26.34501  0.143
N  14.92147  15.86004  25.15223  0.013
H  15.06937  15.55151  23.90527  0.170
H  15.24991  16.85944  25.12537  0.062
C  15.65342  15.06274  26.25340  0.014
H  11.74077  16.97328  24.79947  0.079
H  12.56160  16.01115  23.52749  0.090
H  13.07944  17.70096  24.04879  0.072
H  15.32058  15.34512  27.24290  0.090
H  16.66670  14.87558  25.98091  0.080
H  15.17828  14.10676  26.11407  0.080
C  15.94779  12.97290  18.33515  0.021
C  14.81144  13.66717  17.44709  -0.497
O  14.58989  13.42529  16.30330  0.062
N  14.10204  14.60994  18.20565  -0.015
H  12.66137  13.80674  19.75585  0.142
H  14.53570  14.83245  19.19122  0.121
C  13.15923  15.50168  17.56663  -0.101
H  16.85749  13.56017  18.23991  0.044
H  16.13970  12.02302  17.88102  0.066
H  15.64922  12.79672  19.38586  0.083
H  13.46615  16.51487  17.54387  0.049
H  12.08530  15.37864  17.92336  0.099
H  13.04194  15.30447  16.49506  0.078
O  10.89650  12.88591  22.09168  0.140
C  11.10456  13.37428  20.86509  -0.753
O  12.35389  13.75089  20.73395  0.110
O  10.28336  13.48243  20.05607  0.153
H  9.93578  12.64697  22.06388  0.156
O  17.15339  15.83945  22.18324  0.038
C  15.94389  15.57501  21.67740  -0.747
O  15.02765  15.59555  22.55406  0.002
O  15.87333  15.20564  20.50959  0.019
H  17.21385  16.51862  22.91430  0.049
O  18.77421  20.61318  17.57406  -0.002
C  19.38684  20.50762  18.81717  -0.780
O  18.73332  19.89134  19.67559  -0.050
O  20.49013  21.10375  18.94842  -0.046
H  17.95673  20.01465  17.64050  0.092
O  12.27794  23.62214  20.91307  -0.056
C  13.33405  24.42677  21.52111  -0.731
O  13.31389  25.64893  21.39565  -0.025
O  14.02077  23.65435  22.25149  -0.064
H  12.22408  23.89035  19.91778  0.124
O  16.19649  19.66255  23.13952  0.057
C  16.40083  18.54558  23.96403  -0.668
O  15.56809  18.38329  24.90944  -0.029
O  17.38706  17.82548  23.72867  0.003
H  17.05776  19.70093  22.73080  0.076

Computed properties:
F_max (eV/A): 4.7
LUMO energy (eV): -4.53
Net charge: +3
Molecular weight (g mol⁻¹): 1713.4

# 2
Entry from the OMol25 dataset: a 2-piece molecular cluster, C4H11NO2 overall at a distorted geometry (ωB97M-V/def2-TZVPD).

Last column: Löwdin charge in e.
Cartesian coordinates (Å):
N  1.26581  1.75179  1.57560  -0.002
C  0.26165  1.16450  0.70926  -0.327
C  -0.19478  -0.22959  1.09093  -0.193
C  -1.50218  -0.62723  0.37739  -0.162
C  -1.37584  -0.30334  -1.09916  -0.305
O  -1.89949  0.62173  -1.63552  0.079
H  1.57476  2.64923  1.25167  0.062
H  2.02261  1.11236  1.77195  0.067
H  0.56639  1.22658  -0.35022  0.103
H  -0.62248  1.81512  0.65310  0.119
H  0.56655  -0.94629  0.76525  0.109
H  -0.27557  -0.24096  2.17830  0.116
H  -2.42668  -0.30761  0.86371  0.118
H  -1.62091  -1.71569  0.40697  0.110
H  -0.80953  -1.16520  -1.50966  0.113
O  1.63448  -1.77437  -2.04446  -0.051
H  1.65392  -2.09484  -2.94562  0.038
H  1.18130  -0.93621  -2.05950  0.003

Computed properties:
F_max (eV/A): 2.5
LUMO energy (eV): 0.73
Molecular weight (g mol⁻¹): 105.1
Energy above the lowest of the compared OMol25 structures with the same formula, charge and spin (kcal per mole): 39.23

# 3
Entry from the OMol25 dataset: one molecule with the formula C8H8OS at a distorted geometry (ωB97M-V/def2-TZVPD).

Last column: Löwdin charge in e.
Cartesian coordinates (Å):
C  0.92860  2.77342  -0.36564  -0.145
C  0.45144  1.47264  -0.12255  -0.082
C  1.40523  2.97637  -1.67670  -0.384
C  0.64035  0.55432  -1.20049  -0.463
C  -0.32600  -1.63383  -0.33653  -0.358
C  0.15072  -0.68686  -1.29902  -0.062
C  -0.58409  -1.32647  1.28008  -0.027
C  -1.49431  -2.21369  1.97877  -0.141
O  -0.59266  -2.78997  -0.63367  0.023
S  1.40227  1.51172  -2.58643  0.998
H  1.02504  3.47760  0.33539  0.057
H  0.03743  0.97008  0.78081  0.088
H  1.94995  3.76047  -2.06487  0.034
H  0.39995  -1.20169  -2.25637  0.130
H  -0.27997  -0.36568  1.64218  0.041
H  -0.92487  -2.40727  3.01057  0.125
H  -1.68146  -3.08681  1.30560  0.078
H  -2.50762  -1.78435  2.20887  0.088

Computed properties:
F_max (eV/A): 4.7
LUMO energy (spin up / spin down) (eV): -0.46 / -1.48
Molecular weight (g mol⁻¹): 152.2
Energy above the lowest of the compared OMol25 structures with the same formula, charge and spin (kcal per mole): 58.47

# 4
Entry from the OMol25 dataset: one molecule with the formula C5H10N4 at a distorted geometry (ωB97M-V/def2-TZVPD).

Last column: Löwdin charge in e.
Cartesian coordinates (Å):
H  -2.23220  2.17065  1.07421  0.039
N  -1.99872  1.26571  0.66217  0.089
C  -0.84029  1.20576  0.14625  -0.475
N  0.09116  2.21308  0.09142  0.124
C  -0.47809  -0.01584  -0.91942  -0.349
N  -0.82125  0.11625  -2.13381  0.119
H  -1.68354  0.63577  -2.27578  0.049
C  0.40844  -0.93293  -0.33885  -0.283
C  1.18801  -1.89617  -1.18269  -0.061
C  0.73128  -0.66431  0.99623  -0.122
N  -0.13201  -0.69423  2.03833  0.123
H  0.90388  2.06894  -0.48528  0.098
H  -0.15853  3.12447  0.44842  0.096
H  2.08361  -1.41969  -1.58908  0.078
H  0.58602  -2.22220  -2.02852  0.075
H  1.49740  -2.77294  -0.61283  0.070
H  1.76537  -0.78514  1.31407  0.126
H  0.20532  -0.72748  2.98741  0.108
H  -1.11585  -0.66971  1.80775  0.098

Computed properties:
F_max (eV/A): 3.3
LUMO energy (eV): 0.51
Molecular weight (g mol⁻¹): 126.2
Energy above the lowest of the compared OMol25 structures with the same formula, charge and spin (kcal per mole): 58.05

Which value of molecular weight does entry 1 give? 1713.4 g mol⁻¹